1.
ORCA calculation (the ωB97M-V functional and the def2-TZVPD basis) on C4H5NO2 in the gas phase.

Values from the calculation:
lowest unoccupied orbital energy: 0.50 eV
SMILES string: Cc1cc(O)on1
ΔE to the lowest compared entry with this formula, charge and spin: 101.18 kcal per mole

Bonds (Å) are listed after each position.
Element x y z (Å)
1 C -1.5590 -0.7691 1.0564  C3 1.483, H10 1.090, H11 1.089, H12 1.091
2 C 1.1716 0.6150 -0.8144  C4 1.436, O5 1.313, O6 1.323
3 C -0.5073 -0.1448 0.2172  C1 1.483, C4 1.377, N7 1.373
4 C 0.7762 0.2527 0.5180  C2 1.436, C3 1.377, H9 1.073
5 O 0.2144 1.1620 -1.5266  C2 1.313, N7 1.532
6 O 2.3871 0.4967 -1.3233  C2 1.323, H8 0.969
7 N -0.6865 -0.0151 -1.1379  C3 1.373, O5 1.532
8 H 2.3850 0.8393 -2.2300  O6 0.969
9 H 1.3098 0.3551 1.4432  C4 1.073
10 H -2.5432 -0.4426 0.7211  C1 1.090
11 H -1.4380 -0.4933 2.1033  C1 1.089
12 H -1.5102 -1.8557 0.9729  C1 1.091

***

2.
ORCA calculation (the ωB97M-V functional and the def2-TZVPD basis) on 10 unconnected molecules or ions with the total composition C53H123BN9O21.

Values from the calculation:
lowest unoccupied orbital energy: 2.16 eV
net charge: -1

Bonds (Å) are listed after each position.
Element x y z (Å)
1 O -1.0905 0.3776 1.2353  C2 1.196
2 C -0.4556 0.4868 0.2273  O1 1.196, O3 1.318, C6 1.536
3 O 0.6354 -0.1602 -0.1318  C2 1.318, B4 1.474
4 B 0.7327 -0.0729 -1.6000  O3 1.474, O5 1.485, O8 1.505, O12 1.469
5 O -0.1083 1.0795 -2.0115  B4 1.485, C6 1.336
6 C -0.9066 1.3347 -0.9712  C2 1.536, O5 1.336, O7 1.205
7 O -1.7275 2.2163 -0.9988  C6 1.205
8 O 0.3151 -1.3809 -2.2155  B4 1.505, C9 1.312
9 C 1.0324 -1.5959 -3.2932  O8 1.312, O10 1.195, C11 1.556
10 O 0.9883 -2.4599 -4.1180  C9 1.195
11 C 2.3206 -0.7443 -3.1015  C9 1.556, O12 1.350, O13 1.192
12 O 2.1027 0.1250 -2.0921  B4 1.469, C11 1.350
13 O 3.2754 -0.7084 -3.8136  C11 1.192
14 C 2.7722 7.0695 2.0435  C15 1.540, H25 1.091, H26 1.097, H27 1.089
15 C 3.4193 5.6807 1.8889  C14 1.540, C16 1.541, N20 1.444, C24 1.567
16 C 2.5888 4.8148 2.8565  C15 1.541, C17 1.525, H28 1.093, H29 1.088
17 C 2.8492 3.3196 2.7109  C16 1.525, C18 1.562, H30 1.091, H31 1.101
18 C 2.8268 2.8460 1.2225  C17 1.562, C19 1.554, H32 1.098, H33 1.088
19 C 3.5837 3.7877 0.2444  C18 1.554, N20 1.441, C22 1.564, C23 1.526
20 N 3.2249 5.1466 0.5614  C15 1.444, C19 1.441, O21 1.419
21 O 3.7082 6.0737 -0.3975  N20 1.419, H43 0.967
22 C 5.0558 3.3134 0.4772  C19 1.564, H34 1.088, H35 1.093, H36 1.093
23 C 3.2653 3.3361 -1.1777  C19 1.526, H37 1.091, H38 1.090, H39 1.096
24 C 4.8978 5.7877 2.3965  C15 1.567, H40 1.091, H41 1.089, H42 1.090
25 H 1.7327 7.1641 1.7261  C14 1.091
26 H 3.3269 7.7249 1.3614  C14 1.097
27 H 2.8758 7.5535 3.0138  C14 1.089
28 H 2.9384 4.9491 3.8838  C16 1.093
29 H 1.5188 4.9626 2.7252  C16 1.088
30 H 2.3364 2.6426 3.3951  C17 1.091
31 H 3.8684 3.1519 3.0925  C17 1.101
32 H 1.7694 2.8630 0.9267  C18 1.098
33 H 3.1655 1.8130 1.1751  C18 1.088
34 H 5.2349 2.2595 0.2757  C22 1.088
35 H 5.7572 3.9887 -0.0195  C22 1.093
36 H 5.2822 3.3738 1.5452  C22 1.093
37 H 3.8423 3.9113 -1.9027  C23 1.091
38 H 3.3946 2.2558 -1.2480  C23 1.090
39 H 2.2385 3.4001 -1.5566  C23 1.096
40 H 5.1120 6.7494 2.8641  C24 1.091
41 H 5.6077 5.6902 1.5763  C24 1.089
42 H 5.1097 5.0114 3.1321  C24 1.090
43 H 2.9874 6.1640 -1.0360  O21 0.967
44 C 1.9287 -7.9585 -3.0445  O45 1.406, H53 1.102, H54 1.092, H55 1.091
45 O 0.7144 -7.3314 -3.3733  C44 1.406, C46 1.418
46 C -0.3266 -7.9487 -2.6342  O45 1.418, C47 1.514, H56 1.096, H57 1.100
47 C -1.6845 -7.3159 -2.8493  C46 1.514, N48 1.493, H58 1.092, H59 1.098
48 N -1.9773 -6.0238 -2.1604  C47 1.493, C49 1.486, H60 1.020
49 C -1.0031 -4.9483 -2.4801  N48 1.486, C50 1.525, H61 1.094, H62 1.093
50 C 0.2106 -4.8221 -1.5653  C49 1.525, O51 1.417, H63 1.093, H64 1.091
51 O -0.2315 -4.4631 -0.2677  C50 1.417, C52 1.426
52 C 0.8785 -4.0128 0.5057  O51 1.426, H65 1.093, H66 1.096, H67 1.087
53 H 2.0677 -8.8542 -3.6721  C44 1.102
54 H 2.0394 -8.3171 -2.0187  C44 1.092
55 H 2.7799 -7.3409 -3.3366  C44 1.091
56 H -0.0971 -7.9654 -1.5626  C46 1.096
57 H -0.3722 -8.9908 -2.9837  C46 1.100
58 H -2.5760 -7.9297 -2.7030  C47 1.092
59 H -1.8912 -7.0048 -3.8817  C47 1.098
60 H -1.8605 -6.2300 -1.1685  N48 1.020
61 H -1.5899 -4.0262 -2.5334  C49 1.094
62 H -0.7626 -5.0903 -3.5369  C49 1.093
63 H 0.8806 -4.1200 -2.0689  C50 1.093
64 H 0.6911 -5.7998 -1.5078  C50 1.091
65 H 1.3445 -3.1828 -0.0321  C52 1.093
66 H 1.6163 -4.8142 0.6235  C52 1.096
67 H 0.4734 -3.7006 1.4648  C52 1.087
68 C -5.3492 7.1163 -2.9201  O69 1.418, H77 1.089, H78 1.094, H79 1.091
69 O -4.0413 6.6597 -2.6171  C68 1.418, C70 1.410
70 C -3.5880 7.1442 -1.3729  O69 1.410, C71 1.525, H80 1.095, H81 1.099
71 C -2.3986 6.3026 -0.9223  C70 1.525, N72 1.442, H82 1.101, H83 1.098
72 N -1.3086 6.3700 -1.8644  C71 1.442, C73 1.463, H84 1.009
73 C -0.2078 5.4417 -1.6041  N72 1.463, C74 1.538, H85 1.098, H86 1.093
74 C 0.3135 4.8192 -2.9102  C73 1.538, O75 1.398, H87 1.096, H88 1.097
75 O 1.5196 5.4358 -3.2576  C74 1.398, C76 1.414
76 C 2.0531 5.0085 -4.4958  O75 1.414, H89 1.095, H90 1.087, H91 1.096
77 H -5.6610 6.6386 -3.8474  C68 1.089
78 H -5.3516 8.1915 -3.1208  C68 1.094
79 H -6.0371 6.8481 -2.1170  C68 1.091
80 H -4.3353 7.1571 -0.5725  C70 1.095
81 H -3.2332 8.1670 -1.5617  C70 1.099
82 H -2.7300 5.2845 -0.6655  C71 1.101
83 H -1.9794 6.5788 0.0547  C71 1.098
84 H -1.6374 6.3284 -2.8170  N72 1.009
85 H -0.5838 4.5927 -1.0184  C73 1.098
86 H 0.5971 5.8474 -0.9865  C73 1.093
87 H -0.5340 4.8668 -3.6040  C74 1.096
88 H 0.5188 3.7587 -2.7166  C74 1.097
89 H 1.5180 4.1113 -4.8234  C76 1.095
90 H 3.1223 4.8411 -4.3979  C76 1.087
91 H 1.8860 5.6988 -5.3308  C76 1.096
92 C -6.3417 -5.6498 -0.2060  O93 1.435, H101 1.091, H102 1.087, H103 1.094
93 O -5.3968 -5.0635 0.7012  C92 1.435, C94 1.420
94 C -4.0643 -5.1756 0.2219  O93 1.420, C95 1.548, H104 1.093, H105 1.100
95 C -3.1351 -4.8767 1.4235  C94 1.548, N96 1.470, H106 1.100, H107 1.090
96 N -3.0860 -3.4561 1.7991  C95 1.470, C97 1.452, H108 1.017
97 C -2.8418 -2.5042 0.7305  N96 1.452, C98 1.529, H109 1.096, H110 1.094
98 C -3.8291 -1.3404 0.6427  C97 1.529, O99 1.405, H111 1.099, H112 1.098
99 O -4.0511 -0.8533 1.9419  C98 1.405, C100 1.422
100 C -4.5627 0.4735 1.9169  O99 1.422, H113 1.091, H114 1.090, H115 1.092
101 H -5.9986 -5.3105 -1.1847  C92 1.091
102 H -7.3263 -5.2982 0.0905  C92 1.087
103 H -6.3421 -6.7417 -0.1399  C92 1.094
104 H -3.8467 -4.6447 -0.7080  C94 1.093
105 H -3.8523 -6.2175 -0.0592  C94 1.100
106 H -2.1648 -5.2550 1.0687  C95 1.100
107 H -3.4839 -5.5355 2.2184  C95 1.090
108 H -2.2142 -3.5553 2.3136  N96 1.017
109 H -2.7584 -2.8900 -0.2922  C97 1.096
110 H -1.8693 -2.0316 0.8989  C97 1.094
111 H -4.7479 -1.6958 0.1546  C98 1.099
112 H -3.3937 -0.5904 -0.0310  C98 1.098
113 H -3.8675 1.1257 1.3863  C100 1.091
114 H -4.7155 0.7890 2.9495  C100 1.090
115 H -5.5610 0.4734 1.4734  C100 1.092
116 C -1.6765 -3.8287 10.6684  O117 1.408, H125 1.097, H126 1.098, H127 1.087
117 O -1.7542 -3.1176 9.4557  C116 1.408, C118 1.413
118 C -1.3175 -3.9005 8.3640  O117 1.413, C119 1.566, H128 1.093, H129 1.093
119 C -1.4241 -2.9888 7.0955  C118 1.566, N120 1.476, H130 1.089, H131 1.092
120 N -0.7125 -1.7114 7.2969  C119 1.476, C121 1.462, H132 1.017
121 C 0.7408 -1.8711 7.2629  N120 1.462, C122 1.546, H133 1.101, H134 1.096
122 C 1.3548 -2.1543 5.8728  C121 1.546, O123 1.401, H135 1.101, H136 1.095
123 O 0.5887 -1.4547 4.9316  C122 1.401, C124 1.393
124 C 1.0506 -1.6169 3.6270  O123 1.393, H137 1.088, H138 1.101, H139 1.101
125 H -0.6598 -4.0746 11.0004  C116 1.097
126 H -2.1051 -4.8345 10.5703  C116 1.098
127 H -2.1995 -3.3048 11.4637  C116 1.087
128 H -1.9023 -4.8077 8.1908  C118 1.093
129 H -0.2551 -4.1563 8.3893  C118 1.093
130 H -2.4543 -2.7930 6.8028  C119 1.089
131 H -0.9251 -3.5334 6.2910  C119 1.092
132 H -0.8470 -1.5374 8.2896  N120 1.017
133 H 1.1775 -2.5413 8.0199  C121 1.101
134 H 1.1912 -0.9237 7.5798  C121 1.096
135 H 1.1817 -3.2140 5.6290  C122 1.101
136 H 2.4158 -1.8869 5.8239  C122 1.095
137 H 0.2383 -1.3542 2.9530  C124 1.088
138 H 1.3410 -2.6357 3.3290  C124 1.101
139 H 1.9302 -0.9734 3.4706  C124 1.101
140 C -0.5747 3.4241 3.9196  C141 1.527, H146 1.090, H147 1.092, H148 1.095
141 C -0.3227 2.1275 4.6861  C140 1.527, C142 1.526, N145 1.484, H149 1.092
142 C -0.5378 2.3663 6.1779  C141 1.526, O143 1.417, H150 1.099, H151 1.100
143 O -0.3660 1.2242 6.9986  C142 1.417, C144 1.396
144 C 0.0307 1.5749 8.2904  O143 1.396, H152 1.094, H153 1.096, H154 1.097
145 N -1.2869 1.1157 4.1872  C141 1.484, H155 1.023, H156 1.025
146 H -0.6772 3.1604 2.8670  C140 1.090
147 H 0.1545 4.2236 4.0659  C140 1.092
148 H -1.5072 3.8626 4.2913  C140 1.095
149 H 0.6555 1.7112 4.4373  C141 1.092
150 H -1.5162 2.8573 6.2740  C142 1.099
151 H 0.1198 3.1873 6.4995  C142 1.100
152 H 1.0778 1.8658 8.4195  C144 1.094
153 H -0.0853 0.7025 8.9434  C144 1.096
154 H -0.6345 2.2804 8.8024  C144 1.097
155 H -1.0019 1.0752 3.2058  N145 1.023
156 H -2.1684 1.6087 4.0143  N145 1.025
157 C 5.0873 2.3389 -4.1159  C158 1.511, H163 1.091, H164 1.092, H165 1.093
158 C 6.2437 1.4109 -3.8256  C157 1.511, C159 1.495, N162 1.488, H166 1.096
159 C 6.3990 1.0484 -2.3831  C158 1.495, O160 1.434, H167 1.096, H168 1.099
160 O 7.3006 -0.0265 -2.0861  C159 1.434, C161 1.405
161 C 8.6054 0.4727 -1.9345  O160 1.405, H169 1.100, H170 1.088, H171 1.098
162 N 5.9584 0.1707 -4.5976  C158 1.488, H172 1.018, H173 1.011
163 H 4.9084 2.5100 -5.1788  C157 1.091
164 H 5.2692 3.3103 -3.6521  C157 1.092
165 H 4.1496 1.8621 -3.8177  C157 1.093
166 H 7.1586 1.8183 -4.2714  C158 1.096
167 H 5.4195 0.7496 -1.9931  C159 1.096
168 H 6.6269 1.8689 -1.6877  C159 1.099
169 H 8.8714 1.0485 -2.8335  C161 1.100
170 H 9.3741 -0.2881 -1.8142  C161 1.088
171 H 8.6790 1.2036 -1.1185  C161 1.098
172 H 5.0012 -0.1088 -4.3926  N162 1.018
173 H 6.6228 -0.5478 -4.3455  N162 1.011
174 C -4.5842 3.6697 -1.9063  C175 1.551, H180 1.093, H181 1.081, H182 1.091
175 C -4.9971 2.2252 -1.5197  C174 1.551, C176 1.545, N179 1.504, H183 1.088
176 C -6.5283 2.1251 -1.3430  C175 1.545, O177 1.423, H184 1.093, H185 1.098
177 O -6.9222 0.9835 -0.5909  C176 1.423, C178 1.405
178 C -8.2054 1.2326 -0.0768  O177 1.405, H186 1.099, H187 1.091, H188 1.098
179 N -4.5416 1.4240 -2.7084  C175 1.504, H189 1.015, H190 1.009
180 H -5.3475 3.9591 -2.6333  C174 1.093
181 H -3.5886 3.5831 -2.3175  C174 1.081
182 H -4.7082 4.2675 -1.0017  C174 1.091
183 H -4.4000 1.8851 -0.6765  C175 1.088
184 H -7.0190 2.1712 -2.3184  C176 1.093
185 H -6.7740 3.0589 -0.8205  C176 1.098
186 H -8.2370 2.0907 0.6094  C178 1.099
187 H -8.5231 0.3593 0.4957  C178 1.091
188 H -9.0074 1.4706 -0.7876  C178 1.098
189 H -3.8220 0.7850 -2.3860  N179 1.015
190 H -4.0433 2.0050 -3.3664  N179 1.009
191 C 1.2496 -7.0089 -7.0988  C192 1.530, H197 1.097, H198 1.090, H199 1.099
192 C 1.7772 -5.5804 -6.9556  C191 1.530, C193 1.521, N196 1.459, H200 1.098
193 C 0.8937 -4.6540 -7.7764  C192 1.521, O194 1.437, H201 1.097, H202 1.093
194 O 1.6085 -3.5224 -8.2981  C193 1.437, C195 1.420
195 C 2.1368 -2.6803 -7.2843  O194 1.420, H203 1.091, H204 1.094, H205 1.093
196 N 1.7166 -5.2376 -5.5383  C192 1.459, H206 1.005, H207 1.004
197 H 1.6485 -7.6819 -6.3298  C191 1.097
198 H 1.2819 -7.5269 -8.0574  C191 1.090
199 H 0.2179 -6.9733 -6.7227  C191 1.099
200 H 2.7642 -5.5148 -7.4317  C192 1.098
201 H -0.0036 -4.2607 -7.2828  C193 1.097
202 H 0.5563 -5.1168 -8.7073  C193 1.093
203 H 2.8731 -3.1658 -6.6422  C195 1.091
204 H 1.2634 -2.2328 -6.8003  C195 1.094
205 H 2.7059 -1.8710 -7.7492  C195 1.093
206 H 1.0031 -4.6195 -5.1941  N196 1.005
207 H 1.7851 -6.1381 -5.1006  N196 1.004

***

Number 1: E_tot -9809.927 eV. Number 2: E_tot -114036.268 eV.